Formula: C20H16F9N3S
Source: the Open Molecules 2025 dataset
Level of theory: the ωB97M-V functional and the def2-TZVPD basis

For the HOMO energy, the calculation gives -8.207 eV. The value obtained for the lowest unoccupied orbital energy is -0.057 Ha. Its total energy is -60739.909 eV. The spin multiplicity is 1. The frontier orbital gap is 6.663 eV.

Last column: Löwdin charge in e.
Element x y z (Å)
N 1.45724 2.63912 1.72547  -0.040
C 1.14817 1.51474 0.72371  -0.243
C -0.46816 1.47578 0.45669  -0.036
C -1.58750 0.78988 1.48732  -0.075
C -0.96045 0.05601 2.85382  -0.162
C -1.25035 -1.55850 2.91278  -0.078
C -0.23273 -2.48871 2.03399  -0.173
F -1.10094 -3.53628 1.37490  -0.014
F 0.30993 -1.67393 0.91165  0.008
C 0.89201 -3.31830 2.88768  -0.081
F 1.06472 -4.63866 2.17267  0.024
F 0.36244 -3.71965 4.24646  0.015
C 2.29036 -2.52959 3.17535  -0.073
F 2.98190 -3.29290 4.28160  0.024
F 2.10903 -1.14814 3.71868  0.035
C 3.35248 -2.43192 1.95042  -0.147
F 3.67875 -0.97019 1.75732  0.020
F 2.92398 -2.97205 0.64801  0.061
F 4.62444 -3.08408 2.33381  0.054
C -3.21778 0.79280 1.21091  0.033
C -3.75637 1.49323 -0.18732  -0.253
N -5.21542 1.54669 -0.59488  -0.276
S -5.07400 2.34393 -2.15888  0.854
N -3.37438 2.66333 -2.43302  -0.288
C -2.64161 2.12865 -1.20854  -0.172
C -1.02792 2.16238 -0.92572  -0.054
C -0.05713 2.84107 -2.05886  -0.143
C 0.19182 1.65389 -3.20995  -0.133
C -0.36346 1.75450 -4.76101  -0.027
C -0.06388 0.48945 -5.80751  -0.069
C 0.74969 -0.88946 -5.36049  -0.082
C 1.31131 -0.98536 -3.82023  -0.075
C 1.02698 0.27720 -2.79998  -0.025
H 1.67691 3.53417 1.23654  0.069
H 0.69614 2.73727 2.43316  0.067
H 1.57471 0.52754 1.24306  0.098
H 1.80867 1.71162 -0.22120  0.104
H 0.15531 0.36523 3.06144  0.100
H -1.58956 0.53247 3.75015  0.131
H -1.35990 -1.84752 4.04023  0.135
H -2.33420 -1.71031 2.43461  0.142
H -3.94873 0.28820 1.98733  0.102
H 1.00300 3.13587 -1.65900  0.107
H -0.63380 3.72987 -2.56186  0.118
H -0.97934 2.68759 -5.14903  0.090
H -0.44672 0.51430 -6.93094  0.080
H 0.93818 -1.80536 -6.09562  0.086
H 1.91956 -1.92929 -3.41661  0.090
H 1.43664 0.14342 -1.68911  0.073